No. 1
{"formula": "C3H9OS", "method": "the ωB97M-V functional and the def2-TZVPD basis", "symbols": ["C", "C", "C", "S", "H", "H", "H", "H", "H", "H", "H", "H", "H", "O"], "xyz": [[-2.232, 0.281, 0.192], [-1.136, -0.719, -0.252], [0.249, 0.096, -0.334], [0.915, 0.438, 1.315], [-1.980, 0.576, 1.257], [-2.155, 1.062, -0.544], [-3.158, -0.274, 0.252], [-1.508, -1.205, -1.179], [-0.826, -1.573, 0.415], [0.938, -0.449, -0.971], [0.076, 0.972, -0.998], [4.284, 0.081, 0.613], [2.886, 0.592, 0.341], [3.648, 0.122, -0.106]], "nbo_charge": [-0.633, -0.407, -0.531, -0.678, 0.233, 0.197, 0.180, 0.161, 0.203, 0.182, 0.156, 0.445, 0.494, -1.003], "e_homo_ev": -2.59, "e_above_lowest_ev": 0.724, "orbital_gap_ev": 6.731, "fmax_ev_per_a": 3.12, "charge": -1}



No. 2
{"formula": "C53H53N2P2Pt", "method": "the ωB97M-V functional and the def2-TZVPD basis", "symbols": ["Pt", "C", "C", "C", "C", "C", "C", "P", "C", "C", "C", "C", "C", "C", "C", "C", "C", "C", "C", "C", "H", "H", "H", "H", "H", "H", "H", "H", "H", "H", "H", "H", "H", "H", "C", "C", "C", "C", "C", "C", "C", "P", "C", "C", "C", "C", "C", "C", "C", "C", "C", "C", "C", "C", "C", "C", "H", "H", "H", "H", "H", "H", "H", "H", "H", "H", "H", "H", "H", "H", "H", "H", "H", "H", "H", "H", "C", "C", "C", "C", "C", "C", "C", "C", "H", "H", "H", "H", "H", "C", "C", "N", "C", "C", "C", "C", "N", "H", "H", "H", "H", "H", "H", "H", "H", "H", "H", "H", "H", "H", "H"], "xyz": [[-0.162, -0.355, -0.156], [2.078, 1.871, 6.894], [2.515, 2.392, 5.682], [2.048, 1.858, 4.493], [1.144, 0.795, 4.516], [0.700, 0.282, 5.733], [1.172, 0.820, 6.920], [0.556, 0.162, 2.946], [-0.975, -0.758, 3.220], [-1.021, -2.129, 2.994], [-2.222, -2.815, 3.133], [-3.370, -2.129, 3.498], [-3.324, -0.759, 3.731], [-2.130, -0.071, 3.590], [1.756, -0.936, 2.211], [2.803, -1.501, 2.934], [3.744, -2.276, 2.276], [3.630, -2.455, 0.903], [2.571, -1.890, 0.198], [1.595, -1.123, 0.838], [2.442, 2.291, 7.823], [3.214, 3.217, 5.665], [2.381, 2.273, 3.549], [-0.011, -0.535, 5.756], [0.831, 0.419, 7.865], [-0.121, -2.658, 2.716], [-2.255, -3.883, 2.961], [-4.305, -2.662, 3.613], [-4.220, -0.227, 4.022], [-2.101, 0.999, 3.761], [2.890, -1.325, 4.001], [4.565, -2.720, 2.821], [4.378, -3.032, 0.373], [2.526, -2.040, -0.876], [0.999, 2.340, -4.911], [1.408, 0.907, -4.696], [2.165, 0.279, -5.682], [2.559, -1.045, -5.568], [2.182, -1.788, -4.460], [1.439, -1.182, -3.463], [1.062, 0.157, -3.558], [0.148, 0.821, -2.150], [0.631, 2.544, -1.913], [-0.306, 3.564, -2.052], [0.063, 4.890, -1.902], [1.386, 5.197, -1.624], [2.316, 4.182, -1.466], [1.962, 2.842, -1.587], [2.999, 1.772, -1.389], [-1.610, 0.755, -2.575], [-2.076, 0.398, -3.834], [-3.413, 0.080, -4.024], [-4.288, 0.062, -2.936], [-3.839, 0.379, -1.672], [-2.501, 0.773, -1.462], [-2.036, 1.192, -0.173], [1.054, 2.584, -5.971], [1.653, 3.028, -4.372], [-0.017, 2.540, -4.573], [2.443, 0.844, -6.564], [3.150, -1.497, -6.354], [2.466, -2.829, -4.373], [1.119, -1.752, -2.599], [-1.333, 3.325, -2.306], [-0.674, 5.675, -2.004], [1.692, 6.228, -1.510], [3.345, 4.429, -1.229], [3.892, 2.192, -0.928], [3.297, 1.319, -2.338], [2.632, 0.971, -0.743], [-1.387, 0.347, -4.669], [-3.772, -0.174, -5.012], [-5.326, -0.203, -3.087], [-4.517, 0.369, -0.828], [-2.685, 1.031, 0.680], [-1.428, 2.082, -0.116], [0.227, 1.262, 1.644], [0.124, 2.539, 1.693], [0.015, 3.896, 1.681], [1.170, 4.734, 1.604], [1.035, 6.099, 1.581], [-0.226, 6.701, 1.623], [-1.368, 5.900, 1.703], [-1.268, 4.530, 1.740], [2.147, 4.272, 1.548], [1.922, 6.719, 1.526], [-0.317, 7.778, 1.606], [-2.347, 6.361, 1.738], [-2.156, 3.912, 1.797], [0.224, -5.359, 0.734], [0.229, -5.249, -0.790], [-0.994, -4.696, -1.369], [-2.047, -5.629, -1.770], [-3.036, -5.946, -0.657], [-1.194, -3.352, -1.366], [-2.395, -2.814, -2.074], [-0.365, -2.517, -0.822], [1.233, -5.532, 1.110], [-0.408, -6.178, 1.076], [-0.149, -4.439, 1.185], [0.382, -6.228, -1.242], [1.069, -4.632, -1.125], [-1.556, -6.543, -2.107], [-2.567, -5.230, -2.639], [-2.535, -6.388, 0.204], [-3.787, -6.655, -1.008], [-3.554, -5.047, -0.318], [-2.394, -3.126, -3.120], [-2.372, -1.729, -2.032], [-3.321, -3.166, -1.618], [0.402, -2.973, -0.344]], "lowdin_charge": [0.951, -0.065, -0.062, -0.069, -0.302, -0.072, -0.067, 0.994, -0.317, -0.081, -0.067, -0.068, -0.065, -0.079, -0.356, -0.066, -0.075, -0.071, -0.135, -0.287, 0.110, 0.111, 0.106, 0.108, 0.110, 0.093, 0.105, 0.109, 0.110, 0.119, 0.111, 0.107, 0.108, 0.080, -0.029, -0.254, -0.034, -0.060, -0.071, -0.098, -0.311, 1.001, -0.328, -0.093, -0.059, -0.072, -0.047, -0.272, -0.033, -0.321, -0.069, -0.063, -0.071, -0.038, -0.338, -0.065, 0.087, 0.091, 0.071, 0.117, 0.110, 0.106, 0.058, 0.112, 0.113, 0.113, 0.118, 0.086, 0.086, 0.052, 0.110, 0.111, 0.112, 0.120, 0.071, 0.023, -0.292, -0.067, -0.248, -0.056, -0.103, -0.086, -0.093, -0.039, 0.109, 0.108, 0.099, 0.104, 0.106, -0.055, -0.191, -0.077, -0.200, -0.059, -0.394, 0.013, 0.025, 0.084, 0.069, 0.051, 0.121, 0.114, 0.121, 0.108, 0.065, 0.082, 0.069, 0.102, 0.041, 0.093, 0.008], "e_homo_ev": [-6.93, -10.78], "e_above_lowest_ev": 0.000, "multiplicity": 5, "orbital_gap_ev": [5.347, 6.980], "fmax_ev_per_a": 0.62, "charge": 1}



No. 3
{"formula": "C4H12", "method": "the ωB97M-V functional and the def2-TZVPD basis", "symbols": ["C", "C", "H", "H", "H", "H", "H", "H", "C", "C", "H", "H", "H", "H", "H", "H"], "xyz": [[-1.915, 2.590, 0.745], [-1.165, 1.351, 1.215], [-2.898, 2.314, 0.339], [-2.138, 3.329, 1.514], [-1.451, 3.038, -0.138], [-1.802, 0.643, 1.743], [-0.396, 1.613, 1.946], [-0.663, 0.883, 0.365], [1.408, -2.674, -0.921], [1.565, -1.159, -0.990], [1.855, -2.976, -1.917], [2.010, -3.300, -0.239], [0.367, -2.980, -0.837], [2.115, -0.720, -1.839], [0.637, -0.719, -0.689], [2.471, -1.234, -0.297]], "nbo_charge": [-0.616, -0.601, 0.210, 0.224, 0.207, 0.214, 0.210, 0.159, -0.536, -0.456, 0.367, 0.321, 0.287, 0.318, 0.290, 0.402], "e_homo_ev": [-14.30, -14.30], "e_above_lowest_ev": 0.505, "multiplicity": 2, "orbital_gap_ev": [10.564, 3.459], "fmax_ev_per_a": 1.43, "charge": 1}



No. 4
{"formula": "C4H4BrN", "method": "the ωB97M-V functional and the def2-TZVPD basis", "symbols": ["C", "C", "C", "Br", "H", "H", "H", "C", "N", "H"], "xyz": [[0.856, 0.889, -0.828], [-0.270, 0.056, -0.162], [-1.194, -0.751, -0.383], [-2.521, -1.474, 0.632], [1.793, 0.445, -0.533], [0.904, 0.767, -1.912], [0.970, 1.924, -0.475], [-2.516, 1.903, 0.156], [-3.047, 2.363, 1.061], [-1.814, 1.588, -0.537]], "nbo_charge": [-0.693, 0.009, -0.213, 0.179, 0.241, 0.251, 0.242, 0.070, -0.312, 0.226], "e_homo_ev": -9.90, "e_above_lowest_ev": 3.116, "smiles": "CC#CBr.C#N", "orbital_gap_ev": 9.462, "fmax_ev_per_a": 3.86, "charge": 0}